1.
Molecular formula: C19H38FN3O6S
Method: DFT, ωB97M-V/def2-TZVPD

The calculation puts the LUMO energy at -0.24001 Eh. As for the total charge: +2. The value obtained for the orbital gap is 7.45 eV. The HOMO energy comes out at -13.98 eV.

Structure (XYZ):
```
68
Properties=species:S:1:pos:R:3:lowdin_charge:R:1
C -1.114 5.274 -1.813 0.027
C -0.526 4.167 -0.962 -0.340
O 0.669 4.355 -0.569 0.102
N -1.377 3.005 -0.540 0.060
H -1.942 2.679 -1.437 0.204
H -0.833 2.093 -0.298 0.099
C -2.275 3.283 0.622 0.039
H -0.549 6.087 -1.508 0.073
H -2.245 5.590 -1.451 0.166
H -1.364 4.852 -2.773 0.087
H -2.667 2.341 0.864 0.073
H -3.012 3.894 0.555 0.044
H -1.814 3.508 1.554 0.119
C 4.151 -1.242 -0.075 0.028
C 3.226 -0.245 0.351 -0.380
O 3.015 0.141 1.478 0.174
N 2.603 0.538 -0.809 0.133
H 2.634 0.152 -1.588 0.060
H 1.691 0.725 -0.635 0.014
C 3.184 1.933 -0.877 0.049
H 4.841 -1.656 0.694 0.134
H 4.923 -0.877 -0.937 0.179
H 3.753 -2.016 -0.573 0.045
H 4.227 1.946 -1.268 0.124
H 3.173 2.496 0.180 0.176
H 2.669 2.473 -1.516 0.022
C -2.867 -0.679 -1.360 0.040
C -2.204 -0.655 -2.834 -0.231
O -2.433 -1.636 -3.651 0.107
N -1.163 0.429 -2.986 0.069
H -1.658 1.270 -2.968 0.130
H -0.757 0.553 -2.030 0.080
C -0.464 0.224 -4.237 0.043
H -2.627 -1.520 -0.637 0.127
H -4.020 -0.911 -1.618 0.160
H -3.034 0.148 -0.920 -0.039
H 0.237 -0.352 -4.206 0.011
H 0.181 1.080 -4.228 0.122
H -1.097 0.084 -5.061 0.122
O 0.028 0.718 -0.555 -0.369
H -0.143 -0.189 -0.062 0.060
F 1.610 -4.561 1.956 0.147
C 0.995 -4.296 0.866 -0.297
C 0.822 -2.953 0.349 -0.005
C 0.457 -2.726 -0.968 -0.105
C 0.200 -3.822 -1.858 -0.038
C 0.251 -5.168 -1.330 -0.027
C 0.740 -5.305 -0.043 -0.014
H 1.105 -2.210 0.972 0.049
H 0.289 -1.922 -1.508 0.011
H -0.271 -3.550 -2.738 0.065
H 0.168 -5.838 -2.143 0.103
H 0.866 -6.409 0.291 0.162
C 0.073 -1.247 4.142 -0.230
C 0.492 -0.015 3.403 -0.273
C -0.496 0.989 3.738 -0.239
S -2.023 0.169 3.788 0.659
O -2.850 0.436 2.605 -0.354
O -2.572 0.343 5.099 -0.290
C -1.354 -1.472 3.722 -0.248
H 0.172 -1.077 5.223 0.127
H 0.592 -2.359 4.045 0.181
H 0.619 -0.294 2.533 -0.005
H 1.506 0.156 3.861 0.160
H -0.440 1.585 2.833 0.094
H -0.500 1.547 4.800 0.189
H -1.482 -1.745 2.734 0.051
H -1.987 -2.312 4.316 0.185
```

---

2.
Molecular formula: C2H3NO2
Method: DFT, ωB97M-V/def2-TZVPD

Its structure (SMILES) is O=CNC=O. The calculation puts the LUMO energy at 0.02326 Eh. The value obtained for the orbital gap is 11.25 eV. The HOMO energy comes out at -10.62 eV.

Structure (XYZ):
```
8
Properties=species:S:1:pos:R:3:lowdin_charge:R:1
O -2.092 0.364 0.205 0.007
C -1.084 -0.146 -0.295 -0.336
N 0.009 0.296 0.345 0.067
C 1.344 -0.072 0.063 -0.308
O 2.322 0.320 0.651 0.053
H -1.106 -0.849 -1.131 0.148
H -0.841 0.869 0.938 0.231
H 1.432 -0.789 -0.787 0.138
```

---

3.
Molecular formula: C31H66FN9O10
Method: DFT, ωB97M-V/def2-TZVPD

Its structure (SMILES) is [H]/N=C(\C)C[C@H]1C(=O)OC[C@@H]1F.CN(C)C=O.CN(C)C=O.CN(C)C=O.CN(C)C=O.CN(C)C=O.CN(C)C=O.CN(C)C=O.CN(C)C=O. The calculation puts the LUMO energy at 0.00616 Eh. The value obtained for the orbital gap is 9.08 eV. The HOMO energy comes out at -8.91 eV.

Structure (XYZ):
```
117
Properties=species:S:1:pos:R:3:lowdin_charge:R:1
C 4.923 -0.426 2.425 -0.029
C 3.980 -0.850 1.264 -0.417
N 3.966 -2.038 0.812 0.141
C 3.034 0.237 0.718 -0.084
C 1.857 0.340 1.751 -0.148
C 0.943 1.570 1.709 -0.423
O 1.242 2.664 1.348 0.122
O -0.246 1.148 2.217 0.031
C -0.275 -0.255 2.549 -0.057
C 1.058 -0.953 2.091 -0.187
F 1.716 -1.431 3.255 -0.052
H 4.911 0.683 2.487 0.078
H 5.950 -0.796 2.263 0.075
H 4.475 -0.805 3.366 0.083
H 4.677 -2.569 1.333 0.054
H 3.522 1.232 0.725 0.120
H 2.667 -0.047 -0.284 0.093
H 2.428 0.499 2.699 0.161
H -0.297 -0.373 3.651 0.132
H -1.208 -0.650 2.117 0.113
H 0.969 -1.692 1.285 0.130
C 7.139 -2.822 -0.537 -0.363
O 7.655 -2.597 0.545 -0.010
N 7.237 -2.030 -1.624 -0.194
C 6.585 -2.364 -2.877 -0.063
C 8.017 -0.811 -1.531 -0.046
H 6.526 -3.722 -0.712 0.134
H 7.337 -2.460 -3.663 0.094
H 5.884 -1.566 -3.141 0.091
H 6.042 -3.297 -2.791 0.048
H 9.047 -1.054 -1.266 0.092
H 7.602 -0.170 -0.750 0.088
H 8.000 -0.283 -2.483 0.084
C 0.518 -1.382 8.134 -0.359
O 1.197 -0.377 8.056 0.012
N 0.566 -2.421 7.269 -0.202
C -0.275 -3.590 7.423 -0.064
C 1.493 -2.360 6.151 -0.043
H -0.217 -1.528 8.944 0.129
H 0.351 -4.478 7.538 0.088
H -0.905 -3.705 6.538 0.088
H -0.912 -3.490 8.301 0.081
H 2.511 -2.258 6.531 0.096
H 1.264 -1.491 5.538 0.070
H 1.417 -3.262 5.547 0.088
C -3.716 -1.231 -0.284 -0.374
O -3.380 -1.013 0.867 0.000
N -3.566 -0.377 -1.316 -0.181
C -4.000 -0.718 -2.655 -0.046
C -2.952 0.927 -1.090 -0.037
H -4.193 -2.183 -0.577 0.132
H -3.143 -0.691 -3.333 0.059
H -4.747 0.004 -2.991 0.094
H -4.438 -1.716 -2.675 0.088
H -1.942 0.788 -0.696 0.085
H -3.538 1.480 -0.356 0.098
H -2.911 1.490 -2.020 0.052
C -0.177 7.823 2.067 -0.357
O -0.114 8.925 1.554 0.002
N 0.038 6.654 1.423 -0.191
C -0.055 5.373 2.101 -0.053
C 0.377 6.700 0.013 -0.047
H -0.426 7.689 3.133 0.130
H 0.899 4.856 2.031 0.069
H -0.830 4.765 1.630 0.087
H -0.307 5.520 3.152 0.086
H 1.288 7.289 -0.111 0.097
H -0.425 7.190 -0.537 0.060
H 0.532 5.696 -0.380 0.093
C -0.103 -1.336 -1.823 -0.327
O 0.385 -1.079 -0.738 0.021
N 0.033 -0.576 -2.930 -0.180
C -0.577 -0.940 -4.194 -0.070
C 0.816 0.646 -2.849 -0.024
H -0.715 -2.239 -1.988 0.138
H 0.200 -1.061 -4.952 0.086
H -1.265 -0.151 -4.506 0.084
H -1.128 -1.875 -4.098 0.081
H 1.836 0.406 -2.544 0.087
H 0.378 1.310 -2.100 0.094
H 0.832 1.146 -3.815 0.090
C 3.919 -4.164 -4.675 -0.332
O 5.020 -4.421 -4.224 -0.001
N 2.776 -4.801 -4.337 -0.196
C 1.496 -4.442 -4.912 -0.060
C 2.837 -5.880 -3.366 -0.035
H 3.765 -3.362 -5.416 0.136
H 0.813 -4.135 -4.116 0.081
H 1.076 -5.305 -5.434 0.091
H 1.610 -3.622 -5.619 0.079
H 3.238 -5.500 -2.425 0.096
H 3.501 -6.664 -3.733 0.094
H 1.844 -6.291 -3.199 0.087
C -3.761 4.277 -2.541 -0.315
O -2.994 3.388 -2.205 -0.015
N -3.504 5.599 -2.457 -0.192
C -4.462 6.600 -2.886 -0.053
C -2.221 6.030 -1.928 -0.051
H -4.756 4.058 -2.962 0.138
H -4.023 7.206 -3.681 0.091
H -4.718 7.243 -2.042 0.093
H -5.369 6.126 -3.259 0.084
H -1.422 5.611 -2.543 0.100
H -2.104 5.663 -0.908 0.088
H -2.156 7.117 -1.937 0.089
C -8.313 -2.797 0.103 -0.357
O -8.302 -2.604 -1.099 0.005
N -7.867 -1.924 1.033 -0.199
C -7.905 -2.219 2.451 -0.058
C -7.331 -0.649 0.592 -0.035
H -8.699 -3.734 0.539 0.131
H -8.518 -1.472 2.962 0.089
H -6.892 -2.191 2.857 0.091
H -8.331 -3.206 2.626 0.082
H -8.097 -0.107 0.034 0.094
H -6.481 -0.828 -0.069 0.073
H -7.011 -0.056 1.446 0.092
```

---

4.
Molecular formula: C3H7N3O
Method: DFT, ωB97M-V/def2-TZVPD

Its structure (SMILES) is C/N=C(\N)C(N)=O. The calculation puts the LUMO energy at 0.02742 Eh. The value obtained for the orbital gap is 10.11 eV. The HOMO energy comes out at -9.37 eV.

Structure (XYZ):
```
14
Properties=species:S:1:pos:R:3:lowdin_charge:R:1
C 1.794 0.757 -0.603 -0.126
N 0.394 0.442 -0.587 -0.015
C -0.117 -0.450 0.162 -0.354
N 0.504 -1.480 0.839 0.149
C -1.618 -0.255 0.389 -0.466
O -2.316 -1.124 0.881 0.058
N -2.005 0.998 0.009 0.145
H 2.440 0.039 -1.118 0.074
H 2.131 0.861 0.437 0.085
H 1.887 1.726 -1.103 0.070
H -0.120 -2.002 1.441 0.091
H 1.100 -2.082 0.285 0.106
H -1.203 1.506 -0.352 0.074
H -2.835 1.094 -0.551 0.108
```

---

5.
Molecular formula: C4H11O4
Method: DFT, ωB97M-V/def2-TZVPD

The calculation puts the LUMO energy at 0.13290 Eh. As for the total charge: -1. The value obtained for the orbital gap is 7.58 eV. The HOMO energy comes out at -3.96 eV.

Structure (XYZ):
```
19
Properties=species:S:1:pos:R:3:lowdin_charge:R:1
C -0.159 1.386 1.369 -0.451
O -1.013 0.464 1.290 -0.297
C 0.917 1.248 0.019 -0.172
C 0.214 0.343 -0.999 -0.276
C 0.057 0.688 -2.307 -0.390
O -0.262 -0.065 -3.196 -0.012
H -0.602 2.292 1.023 0.070
H 0.536 1.340 2.290 0.107
H 1.247 2.082 -0.674 0.073
H 1.942 0.754 0.237 0.090
H -0.857 0.058 -0.429 0.179
H 0.641 -0.758 -0.844 0.154
H 0.326 1.728 -2.623 0.118
H -0.713 -0.010 3.601 -0.064
H -1.629 -0.297 2.541 -0.035
O -1.524 -0.381 3.491 -0.078
H 0.525 -3.998 -0.935 0.050
H -0.126 -3.071 -1.953 0.012
O 0.480 -3.805 -1.900 -0.078
```

---

6.
Molecular formula: C2HI2N3O
Method: DFT, ωB97M-V/def2-TZVPD

The calculation puts the LUMO energy (spin up / spin down) at -0.42871 / -0.46444 Eh. As for the total charge: +2. The value obtained for the orbital gap (spin up / spin down) is 6.94 / 5.86 eV. The HOMO energy (spin up / spin down) comes out at -18.61 / -18.50 eV.

Structure (XYZ):
```
9
Properties=species:S:1:pos:R:3:lowdin_charge:R:1
C -0.961 1.654 0.022 -0.495
C 0.617 -1.480 -0.315 -0.533
N 0.144 1.259 0.188 -0.081
N 1.248 0.853 0.149 0.241
N -0.567 -1.389 -0.250 -0.134
O -1.655 -1.076 -0.208 0.133
I -2.828 1.654 -0.616 1.381
I 2.052 -2.746 0.333 1.345
H 1.950 1.271 0.697 0.143
```

---

What calculated total energy values result from the calculations? In sequence: -1859.52603 -283.19511 -2565.85925 -358.02679 -459.89602 -910.68003 Eh.